(1)
Here is a molecular structure, C17H25O16Pd2 from the OMol25 dataset. Energies are from ωB97M-V/def2-TZVPD.

XYZ file:
```
60
Properties=species:S:1:pos:R:3:forces:R:3:mulliken_spin:R:1
Pd 20.273 -8.425 -18.975 -1.9 1.1 1.5 1.546
Pd 22.425 -5.390 -18.331 -0.4 0.6 -0.2 1.109
C 18.470 -4.799 -18.429 1.1 -1.2 0.0 0.120
C 19.316 -5.463 -19.636 0.5 -0.9 1.4 0.078
O 20.433 -6.167 -19.038 0.0 -0.3 -0.2 0.859
H 19.153 -4.281 -17.756 -0.1 0.5 -0.4 0.002
H 18.128 -5.656 -17.849 -0.4 0.1 -0.1 0.004
H 17.638 -4.213 -18.820 0.1 0.0 -0.2 0.006
H 19.776 -4.747 -20.317 -0.1 0.3 0.1 0.032
H 18.744 -6.268 -20.096 -0.4 0.5 -0.3 -0.038
C 18.485 -6.586 -13.604 0.7 0.4 2.4 0.002
C 19.894 -7.093 -13.326 0.3 1.0 2.1 -0.001
O 20.185 -7.849 -14.450 0.6 -1.6 -2.4 0.009
C 19.388 -7.505 -15.449 0.3 -0.1 3.7 -0.002
O 19.471 -7.935 -16.564 0.3 -0.5 -3.4 0.074
O 18.447 -6.714 -14.996 -1.5 0.6 -2.4 0.009
H 18.305 -5.571 -13.250 0.3 0.2 -0.6 0.000
H 17.742 -7.158 -13.048 -0.2 -0.5 -0.8 0.000
H 19.958 -7.685 -12.413 0.0 -0.1 -0.2 0.001
H 20.692 -6.351 -13.296 -0.3 0.4 0.3 0.001
C 22.252 -0.408 -20.800 -2.2 3.6 -0.5 0.001
C 22.812 -0.131 -19.431 0.0 0.9 -0.8 0.000
O 22.609 -1.419 -18.793 -0.3 -1.6 -0.6 0.001
C 22.342 -2.367 -19.730 2.1 4.1 0.0 0.001
O 22.292 -3.556 -19.467 -0.7 -0.3 -0.9 0.040
O 22.334 -1.744 -20.965 0.4 -6.2 1.3 0.001
H 22.656 0.159 -21.639 0.8 -0.4 0.2 0.000
H 21.186 -0.212 -20.911 -0.3 0.6 0.5 0.000
H 22.330 0.666 -18.866 -0.2 -0.4 0.0 0.000
H 23.841 0.189 -19.599 0.5 -0.8 0.9 0.000
C 12.668 -4.320 -18.190 -1.9 2.2 0.1 0.000
C 12.559 -5.769 -18.276 -3.6 -1.9 0.7 0.000
O 13.736 -6.229 -18.827 1.8 -0.9 -0.1 0.001
C 14.453 -5.165 -19.107 3.3 -0.4 -2.1 -0.001
O 15.510 -5.201 -19.750 -0.9 -0.4 0.9 0.002
O 13.926 -4.076 -18.683 2.3 1.7 -0.2 0.000
H 12.582 -3.931 -17.176 -0.2 0.2 -0.3 0.000
H 12.029 -3.831 -18.925 -0.6 0.2 0.7 0.000
H 11.799 -6.064 -18.999 -0.4 -0.1 0.5 0.000
H 12.321 -6.135 -17.277 0.3 -0.8 -0.3 0.000
C 15.879 -8.596 -21.700 -2.7 -1.1 -1.7 0.000
C 15.044 -8.987 -20.524 -2.6 0.9 -1.4 0.003
O 15.945 -9.143 -19.490 2.7 -0.8 2.2 0.005
C 17.109 -8.657 -19.833 -2.8 -0.8 -3.2 -0.009
O 18.099 -8.687 -19.135 2.1 0.4 1.1 0.137
O 17.063 -8.258 -21.137 4.1 1.5 2.5 0.008
H 15.321 -7.821 -22.224 0.7 0.5 -0.1 0.000
H 16.038 -9.426 -22.388 0.1 0.0 0.0 0.000
H 14.476 -9.858 -20.852 -0.1 -0.2 1.2 0.000
H 14.433 -8.148 -20.193 -0.5 -0.3 -0.3 0.000
C 18.058 -5.107 -24.458 -1.9 2.4 -2.0 0.002
C 18.210 -5.327 -23.039 -1.9 1.4 0.3 0.014
O 18.839 -6.549 -23.068 3.7 -4.3 -1.1 0.045
C 19.492 -6.745 -24.288 -3.5 4.0 1.4 -0.074
O 20.069 -7.820 -24.555 0.1 0.9 -0.2 0.868
O 19.204 -5.648 -25.082 2.8 -3.9 0.8 0.125
H 17.984 -4.037 -24.651 0.1 -0.1 -0.7 0.016
H 17.207 -5.632 -24.892 -0.1 0.1 0.0 0.005
H 17.180 -5.468 -22.711 0.2 0.0 0.9 -0.002
H 18.707 -4.516 -22.506 0.4 -0.4 0.1 0.000
```
Positions in Å, forces in eV/Å.

- net charge = +4
- multiplicity = 6
- HOMO level (spin up / spin down) (eV) = -19.39 / -19.39

=====

(2)
Here is a single C5H10O2 molecule from the OMol25 dataset. Energies are from ωB97M-V/def2-TZVPD.

XYZ file:
```
17
Properties=species:S:1:pos:R:3:forces:R:3:mulliken_charge:R:1
C 0.635 0.722 -1.575 -0.1 0.0 0.1 -1.248
C 0.514 -0.570 -0.731 -0.4 -0.1 -0.2 -0.096
O 1.749 -0.873 -0.110 0.0 0.1 0.3 -0.545
C 0.464 1.416 1.276 -0.2 0.3 0.5 -0.420
C -0.760 -0.928 0.159 0.1 -0.1 -0.1 -0.451
C -1.167 -0.222 1.469 0.0 0.0 -0.3 -0.548
O 0.024 0.422 1.978 0.3 0.4 -0.1 -0.159
H 1.224 0.482 -2.470 -0.1 0.0 0.2 0.344
H -0.336 1.101 -1.909 0.1 -0.1 0.1 0.322
H 1.170 1.536 -1.069 -0.2 -0.2 0.1 0.372
H 0.403 -1.365 -1.469 0.0 0.0 -0.1 0.462
H 2.061 -0.106 0.394 -0.2 -0.1 -0.1 0.458
H -0.357 1.668 0.541 0.3 0.1 0.2 0.250
H -1.629 -0.938 -0.510 0.1 0.0 0.0 0.296
H -0.547 -1.966 0.426 -0.1 0.0 -0.1 0.297
H -1.508 -0.930 2.236 0.2 0.1 -0.3 0.317
H -1.942 0.550 1.363 0.3 -0.1 -0.2 0.349
```
Positions in Å, forces in eV/Å.

- multiplicity = 1
- HOMO level (eV) = -8.85

=====

(3)
Here is a single C2H3FO molecule from the OMol25 dataset. Energies are from ωB97M-V/def2-TZVPD.

XYZ file:
```
7
Properties=species:S:1:pos:R:3:forces:R:3:mulliken_spin:R:1
C 0.532 -0.738 0.241 0.8 5.0 -2.7 0.721
C -0.323 0.488 -0.261 0.7 -1.3 1.3 0.147
O 0.080 -1.693 0.821 -1.6 -3.5 2.0 0.918
F -1.165 0.976 0.675 -0.5 0.9 1.8 0.046
H 1.548 -0.457 0.052 1.0 -0.5 0.4 0.104
H 0.339 1.265 -0.575 0.6 0.3 -0.4 0.022
H -1.011 0.159 -0.954 -1.0 -0.9 -2.4 0.041
```
Positions in Å, forces in eV/Å.

- multiplicity = 3
- HOMO level (spin up / spin down) (eV) = -6.91 / -12.69

=====

(4)
Here is a single C6H12O molecule from the OMol25 dataset. Energies are from ωB97M-V/def2-TZVPD.

XYZ file:
```
19
Properties=species:S:1:pos:R:3:forces:R:3:mulliken_charge:R:1
C 2.689 -1.134 0.243 0.3 -0.1 0.0 -0.622
O 1.273 -1.043 0.048 -0.2 0.2 0.3 -0.078
C 0.607 -0.389 0.965 -0.1 -0.3 -0.4 -0.906
C -0.478 1.946 -0.494 0.0 0.0 -0.1 -1.122
C -1.262 1.129 0.534 -0.1 0.1 0.1 -0.582
C -0.855 -0.361 0.567 0.0 0.0 0.1 1.008
C -1.276 -1.126 -0.690 0.1 0.0 -0.1 -1.506
H 2.950 -0.654 1.188 0.0 -0.1 -0.1 0.362
H 3.174 -0.635 -0.599 -0.1 -0.1 0.1 0.240
H 2.960 -2.192 0.247 0.0 0.1 0.0 0.262
H 0.594 1.918 -0.268 -0.1 0.0 0.0 0.267
H -0.792 2.995 -0.487 0.0 -0.2 0.0 0.367
H -0.617 1.564 -1.511 0.0 0.1 0.1 0.288
H -2.337 1.195 0.324 0.1 0.0 0.0 0.349
H -1.102 1.556 1.530 0.0 -0.1 -0.1 0.341
H -1.367 -0.798 1.439 0.1 0.1 -0.1 0.266
H -2.362 -1.064 -0.826 0.2 0.0 0.0 0.393
H -0.798 -0.725 -1.589 -0.1 -0.1 0.1 0.317
H -1.000 -2.183 -0.621 0.0 0.1 0.0 0.357
```
Positions in Å, forces in eV/Å.

- multiplicity = 1
- HOMO level (eV) = -8.27

=====

(5)
Here is a gas-phase ion, C3H9NOP (charge +1) from the OMol25 dataset. Energies are from ωB97M-V/def2-TZVPD.

XYZ file:
```
15
Properties=species:S:1:pos:R:3:forces:R:3:mulliken_charge:R:1
C -2.039 0.283 0.820 0.0 2.6 -1.1 -0.653
C -0.593 0.059 -1.124 -0.8 -1.8 0.2 -0.442
C 2.505 -1.115 0.315 -1.3 1.3 0.9 -0.618
N -1.749 -0.337 -0.511 0.7 0.8 1.3 -0.178
O 1.511 1.380 -0.169 0.6 1.6 0.3 -0.480
P 1.147 -0.105 0.135 1.6 -2.8 -0.3 0.631
H -2.072 1.411 0.469 -0.3 -1.9 1.5 0.291
H -3.024 -0.024 1.309 1.6 0.3 -1.0 0.331
H -1.151 0.242 1.560 -1.1 -0.5 -1.1 0.200
H -0.287 1.107 -1.178 -0.8 -0.1 -0.1 0.287
H -0.309 -0.582 -1.980 -0.2 0.6 0.3 0.458
H 3.347 -0.584 0.825 -0.3 -0.7 -0.9 0.244
H 2.450 -2.218 0.376 -0.1 0.9 0.0 0.285
H 2.410 1.731 -0.158 0.1 -0.1 0.1 0.351
H -2.145 -1.247 -0.688 0.4 -0.1 -0.1 0.294
```
Positions in Å, forces in eV/Å.

- net charge = +1
- multiplicity = 1
- HOMO level (eV) = -13.62

=====

(6)
Here is a molecular structure, C22H24NO3S2Y from the OMol25 dataset. Energies are from ωB97M-V/def2-TZVPD.

XYZ file:
```
53
Properties=species:S:1:pos:R:3:forces:R:3:mulliken_charge:R:1
Y 0.196 -0.211 0.238 0.5 0.3 1.2 1.205
C -0.193 -0.669 2.858 -0.3 -0.7 0.7 -0.192
C -0.467 -1.937 2.258 2.0 0.3 0.2 -1.234
C 0.799 -2.438 1.765 -0.5 1.1 1.0 -0.302
H -1.409 -2.457 2.246 -0.1 0.0 -0.1 0.404
C 1.792 -1.441 2.014 0.1 -1.1 0.0 -0.654
C 1.179 -0.352 2.686 -0.3 -0.2 0.7 -0.803
H 1.692 0.524 3.101 -0.3 -0.3 -0.4 0.385
H -0.921 -0.118 3.471 0.5 -0.1 -0.8 0.619
H 0.967 -3.428 1.367 -0.1 0.1 -0.3 0.679
H 2.868 -1.569 1.794 -0.8 0.2 0.0 0.398
C 0.809 1.867 -1.205 -0.4 1.0 -0.7 -0.992
C 1.436 2.127 0.034 2.0 -0.9 -0.3 -0.230
C 2.517 1.158 0.201 -2.0 1.1 -2.7 -1.591
H 1.250 2.951 0.700 -0.3 -0.2 0.1 0.717
C 2.515 0.361 -0.996 0.2 0.2 0.2 -0.227
C 1.449 0.786 -1.851 1.0 0.3 0.5 -0.351
H 1.199 0.383 -2.826 0.0 0.0 0.2 0.382
H -0.029 2.460 -1.647 0.7 -0.7 0.6 0.347
H 3.218 1.111 0.986 0.5 -0.1 0.8 0.584
H 3.274 -0.403 -1.233 -0.7 0.4 0.2 0.754
O -0.084 -1.833 -0.894 1.4 -1.2 -1.5 -0.526
C 2.194 -3.260 -2.143 -2.1 -1.5 -0.2 0.525
C 0.771 -3.986 -2.050 1.8 1.0 -0.1 -0.988
C 3.099 -3.336 -0.946 0.8 0.3 0.4 -0.514
C 2.384 -2.368 -3.345 0.2 0.6 -0.3 -0.859
C -0.339 -3.042 -1.385 -1.2 -1.5 -0.2 -0.769
H 0.835 -4.954 -1.513 0.2 0.6 0.2 0.345
H 0.428 -4.311 -3.055 0.2 0.6 0.2 0.386
H -1.149 -2.982 -2.118 -0.2 0.1 -0.6 0.314
H -0.805 -3.662 -0.606 0.1 -0.3 0.4 0.333
H 4.117 -3.926 -1.144 -1.9 1.1 0.5 0.324
H 2.546 -3.770 -0.058 0.8 0.1 -1.2 0.082
H 3.335 -2.282 -0.590 0.1 -1.2 -0.5 -0.134
H 3.066 -2.834 -4.211 -1.3 1.0 1.7 0.286
H 2.806 -1.375 -2.993 0.0 -1.1 -0.7 0.149
H 1.356 -2.073 -3.750 1.4 -0.7 0.2 0.227
O -0.135 3.489 2.245 -2.0 -1.3 0.9 -0.731
S -1.329 2.585 2.308 1.5 -0.3 -0.7 0.925
O -1.675 2.028 3.627 0.5 0.9 -0.8 -0.750
N -1.198 1.397 1.183 -0.1 0.4 0.9 0.243
C -2.226 1.357 0.290 -1.1 2.1 0.9 0.886
S -2.301 0.146 -0.869 -0.5 -0.5 -0.7 -0.804
C -3.105 2.489 0.454 0.7 -1.2 -0.5 0.019
C -4.169 2.912 -0.341 -1.0 1.0 -0.1 -0.763
C -4.763 4.157 -0.093 0.7 -1.0 0.0 -0.395
C -4.282 4.992 0.947 0.4 -0.2 0.3 -0.630
C -3.228 4.546 1.760 -0.2 0.2 -0.1 -0.522
C -2.682 3.301 1.516 -0.4 1.3 0.6 0.033
H -4.496 2.256 -1.142 0.0 0.2 0.0 0.343
H -5.586 4.499 -0.707 -0.1 0.0 -0.1 0.355
H -4.718 5.969 1.098 0.0 0.1 0.1 0.353
H -2.808 5.165 2.561 -0.2 -0.1 -0.3 0.358
```
Positions in Å, forces in eV/Å.

- net charge = -2
- multiplicity = 1
- HOMO level (spin up / spin down) (eV) = -1.63 / 0.81